Entry from the Open Molecules 2025 dataset: 6 unconnected molecules or ions with the total composition C33H28F5NO3 (wB97M-V/def2-TZVPD).

Summary:
Total charge = 0
Structure (SMILES) = COC(=O)OC#N.Fc1ccccc1.Fc1ccccc1.Fc1ccccc1.Fc1ccccc1.Fc1ccccc1
HOMO energy = -9.12 eV
Frontier orbital gap = 9.43 eV

Atoms and positions in Å:
C 0.165 -1.850 2.433
O -0.104 -2.119 3.850
C 0.047 -3.429 4.071
O -0.692 -4.252 3.680
O 1.193 -3.883 4.810
C 1.969 -4.527 3.952
N 2.599 -4.834 3.058
H 1.127 -2.283 2.106
H -0.665 -2.302 1.858
H 0.147 -0.764 2.307
F -0.300 0.490 0.643
C 0.171 0.173 -0.587
C 1.003 1.064 -1.236
C 1.492 0.736 -2.493
C 1.136 -0.470 -3.085
C 0.295 -1.352 -2.420
C -0.189 -1.032 -1.159
H 1.262 2.001 -0.761
H 2.151 1.422 -3.011
H 1.517 -0.722 -4.067
H 0.017 -2.288 -2.884
H -0.839 -1.710 -0.620
F -0.350 -3.747 -4.258
C 0.662 -4.631 -4.384
C 1.107 -5.312 -3.267
C 2.146 -6.223 -3.399
C 2.732 -6.434 -4.641
C 2.275 -5.738 -5.753
C 1.230 -4.834 -5.627
H 0.644 -5.128 -2.306
H 2.500 -6.768 -2.534
H 3.545 -7.141 -4.741
H 2.734 -5.900 -6.720
H 0.855 -4.288 -6.484
F -1.194 4.156 1.227
C -2.439 3.671 1.403
C -2.660 2.314 1.268
C -3.943 1.817 1.454
C -4.987 2.682 1.762
C -4.748 4.044 1.889
C -3.465 4.543 1.714
H -1.834 1.657 1.020
H -4.130 0.755 1.359
H -5.988 2.292 1.903
H -5.561 4.719 2.125
H -3.258 5.601 1.818
F -5.296 7.916 -0.015
C -5.178 8.599 1.137
C -3.961 8.614 1.793
C -3.838 9.323 2.979
C -4.934 9.999 3.501
C -6.152 9.971 2.833
C -6.276 9.271 1.640
H -3.120 8.075 1.375
H -2.888 9.348 3.498
H -4.838 10.549 4.429
H -7.007 10.495 3.241
H -7.214 9.245 1.101
F 5.843 -5.531 -2.626
C 5.894 -4.915 -1.429
C 4.940 -5.213 -0.475
C 4.995 -4.582 0.761
C 5.997 -3.654 1.021
C 6.946 -3.361 0.049
C 6.899 -3.999 -1.183
H 4.164 -5.933 -0.700
H 4.256 -4.813 1.518
H 6.036 -3.159 1.983
H 7.723 -2.635 0.251
H 7.635 -3.790 -1.950

Atomic partial charges in e from the Mulliken method, atoms 1 to 6: -0.640 -0.332 0.649 -0.400 -0.323 0.488

Entry from the Open Molecules 2025 dataset: a molecular structure, C33H28IN3O4S2W (wB97M-V/def2-TZVPD).

Summary:
Total charge = +2
ΔE to the lowest compared entry with this formula, charge and spin = 95.1 kJ/mol
HOMO energy (alpha / beta) = -13.01 / -13.01 eV
Frontier orbital gap (alpha / beta) = 5.48 / 5.48 eV

Atoms and positions in Å:
W -0.427 1.274 0.722
I 0.803 -5.220 -3.737
C 1.271 -3.561 -2.604
C 2.591 -3.329 -2.224
C 2.903 -2.218 -1.463
C 1.895 -1.331 -1.076
C 0.578 -1.569 -1.465
C 0.260 -2.678 -2.225
C 2.305 -0.186 -0.267
O 3.371 0.143 0.118
O 1.197 0.652 0.141
H 3.370 -4.016 -2.521
H 3.925 -2.031 -1.161
H -0.228 -0.893 -1.193
H -0.763 -2.860 -2.522
N -1.019 -0.708 7.403
C -0.037 -1.170 6.610
S 1.155 -2.172 7.061
C -0.159 -0.734 5.167
C 0.987 -0.596 4.389
C 0.882 -0.189 3.081
N -0.317 0.018 2.488
C -1.423 -0.176 3.222
C -1.390 -0.508 4.558
H -1.006 -0.975 8.375
H -1.658 0.015 7.123
H 1.958 -0.793 4.821
H 1.766 -0.013 2.485
H -2.368 -0.043 2.714
H -2.330 -0.648 5.074
S 0.001 2.955 2.223
C -0.044 4.537 1.412
C 1.032 5.393 1.609
C 1.035 6.637 0.992
C -0.028 7.020 0.188
C -1.115 6.171 0.015
C -1.133 4.933 0.638
H 1.864 5.089 2.231
H 1.872 7.307 1.140
H -0.022 7.991 -0.288
H -1.961 6.485 -0.582
H -2.005 4.293 0.549
C 0.538 4.224 -5.814
O 0.359 3.623 -4.522
C 1.292 3.873 -3.571
C 2.412 4.668 -3.738
C 3.294 4.831 -2.675
C 3.079 4.203 -1.460
C 1.967 3.393 -1.287
C 1.070 3.244 -2.331
N -0.134 2.487 -2.303
C -0.884 1.975 -1.351
C -2.237 1.508 -1.675
C -2.823 1.442 -2.940
C -4.139 1.030 -3.052
C -4.873 0.701 -1.912
C -4.303 0.748 -0.646
C -2.985 1.137 -0.570
O -2.300 1.191 0.632
H 1.453 3.852 -6.274
H 0.566 5.309 -5.723
H -0.321 3.925 -6.404
H 2.605 5.157 -4.680
H 4.171 5.448 -2.815
H 3.786 4.317 -0.651
H 1.839 2.872 -0.355
H -0.517 2.445 -3.248
H -0.768 2.744 -0.285
H -2.274 1.700 -3.839
H -4.602 0.968 -4.026
H -5.906 0.397 -2.012
H -4.858 0.487 0.243

Atomic partial charges in e from the Mulliken method, atoms 1 to 6: 1.853 0.202 -0.111 -0.515 -0.950 0.743

Entry from the Open Molecules 2025 dataset: a molecular structure, C33H29AlFIN4O2 (wB97M-V/def2-TZVPD).

Summary:
Total charge = 0
ΔE to the lowest compared entry with this formula, charge and spin = 0.0 kJ/mol
HOMO energy = -7.88 eV
Frontier orbital gap = 7.76 eV

Atoms and positions in Å:
Al -0.559 0.252 1.094
C 3.842 0.462 0.551
C 3.120 -0.657 -0.141
N 3.842 -1.646 -0.662
C 3.201 -2.659 -1.244
C 1.823 -2.728 -1.394
C 1.227 -3.978 -1.989
O 0.895 -3.903 -3.372
C 1.061 -1.658 -0.910
C -0.439 -1.547 -1.087
N -1.091 -1.330 0.208
C -2.262 -1.999 0.449
C -3.054 -2.624 -0.536
C -4.232 -3.282 -0.220
C -4.700 -3.352 1.086
C -3.951 -2.753 2.090
C -2.773 -2.115 1.757
I -1.592 -1.276 3.274
C 1.723 -0.647 -0.217
O 1.044 0.337 0.409
H 4.914 0.286 0.488
H 3.552 0.525 1.603
H 3.604 1.424 0.092
H 3.819 -3.474 -1.608
H 0.350 -4.286 -1.410
H 1.959 -4.780 -1.900
H 0.709 -2.987 -3.604
H -0.782 -2.489 -1.516
H -2.747 -2.578 -1.573
H -4.801 -3.743 -1.019
H -5.624 -3.861 1.324
H -4.276 -2.794 3.121
C 1.031 1.426 3.524
N -0.065 1.549 2.553
C -0.808 2.604 2.505
C -1.844 2.629 1.532
C -2.819 3.553 1.196
C -3.529 2.990 0.123
C -2.959 1.746 -0.125
N -1.930 1.517 0.717
C 1.732 2.725 3.825
C 2.501 3.344 2.841
C 3.126 4.555 3.099
C 2.987 5.161 4.344
C 2.220 4.552 5.325
C 1.592 3.339 5.063
H 1.732 0.706 3.103
H 0.645 0.996 4.452
H -0.655 3.451 3.170
H -2.985 4.509 1.671
H -4.363 3.420 -0.407
H -3.258 1.012 -0.859
H 2.599 2.871 1.870
H 3.726 5.025 2.330
H 3.476 6.107 4.545
H 2.109 5.019 6.296
H 0.997 2.860 5.834
F 0.594 -1.600 -7.397
C 0.261 -1.303 -6.127
C -0.969 -1.709 -5.650
C -1.301 -1.403 -4.340
C -0.424 -0.702 -3.513
C -0.783 -0.407 -2.083
C 0.805 -0.307 -4.037
C 1.159 -0.607 -5.347
H -1.641 -2.259 -6.296
H -2.265 -1.715 -3.951
H -1.855 -0.212 -2.004
H -0.261 0.498 -1.759
H 1.503 0.232 -3.405
H 2.115 -0.313 -5.761

Atomic partial charges in e from the Mulliken method, atoms 1 to 6: 0.049 -0.974 0.872 -0.699 -0.852 0.396

no.,E (eV)
1,-55892.6339
2,-78918.9560
3,-62167.2899